A molecular structure, C31H58AuBN8 in a non-equilibrium geometry. Source: OMol25; level of theory: ωB97M-V with the def2-TZVPD basis set.

XYZ file:
```
99
Properties=species:S:1:pos:R:3:forces:R:3:mulliken_charge:R:1
C -3.4061 0.5052 4.5399 0.17 -0.07 -0.09 -2.0567
H -2.0650 -1.5710 -4.2096 -0.12 0.04 0.07 0.3710
H -3.5772 -3.0518 -2.0704 -0.03 -0.05 -0.09 0.4208
C 1.7866 -3.4337 -0.6020 0.24 -0.13 0.06 1.2703
C -2.6513 2.5756 3.3294 0.09 -0.23 -0.01 -1.4514
C -3.8058 -1.5930 -0.4906 0.00 -0.02 -0.32 0.0670
H 3.0745 1.7980 -2.9443 0.13 -0.05 0.04 0.4144
C 1.5076 -4.8387 -0.0646 -0.18 0.19 -0.18 -1.6651
H 2.1955 -5.0823 0.7384 0.10 -0.05 0.10 0.3547
H -4.4083 -0.5160 2.1158 -0.20 -0.04 0.12 0.6086
H -4.1677 0.1271 -1.8164 -0.03 0.13 -0.03 0.3733
H 0.4928 -4.9140 0.3172 -0.09 -0.06 0.06 0.3763
C 1.7398 3.6265 1.9954 0.11 0.40 0.23 0.3153
C 2.4656 2.5882 -3.3797 -0.24 -0.20 -0.04 -1.7296
C -4.7142 -0.6723 -1.3168 -0.04 -0.24 0.10 -1.5173
H 2.4852 1.9609 3.1669 -0.02 0.00 0.03 0.4865
H 1.6371 -5.5704 -0.8561 0.02 -0.13 -0.07 0.4758
H -3.2885 -0.5696 4.6444 -0.01 -0.15 0.07 0.4369
H 0.1417 3.5937 -4.5351 -0.02 0.06 -0.18 0.4295
H -0.1602 4.5666 2.4349 -0.11 0.05 0.02 0.3675
C 1.0183 2.4969 -2.8907 0.06 0.20 0.11 2.8323
N 1.1810 -1.1801 -3.0051 -0.57 0.48 1.12 -0.5281
N 0.4309 1.5137 -0.6834 -0.11 -0.43 -1.17 -0.3696
H 2.7721 -3.1800 2.1875 0.15 -0.15 0.06 0.5899
N -1.3526 0.3252 1.3975 0.24 0.44 0.45 0.5234
H -3.2778 0.9595 5.5174 -0.01 0.05 0.10 0.4526
H 3.2947 3.4909 3.4739 0.07 0.02 0.06 0.5060
H -2.7257 -0.0889 -4.8872 0.04 0.03 0.29 0.4822
C -2.3822 1.0855 3.5713 0.28 0.27 0.28 1.2213
H 0.6747 -2.2987 4.6826 -0.06 -0.18 0.03 0.3680
H 3.5024 -2.3432 -1.4257 0.12 0.12 -0.03 0.4742
H 0.2599 1.1245 2.7375 0.04 0.08 0.34 -0.3988
H 3.5362 -0.9895 5.2385 0.02 0.04 0.08 0.4491
C 3.2738 -1.4370 4.2842 -0.07 0.15 -0.09 -1.9713
H -5.2580 -1.2474 -2.0615 -0.06 -0.02 -0.11 0.4317
N 0.9432 -0.5904 1.4715 0.07 0.26 0.67 0.6877
H 3.1713 -2.5059 4.4438 0.00 -0.20 0.00 0.3276
H 3.3351 -4.0121 -2.0038 0.08 -0.10 -0.12 0.4144
H -0.8401 3.6141 -3.0629 -0.14 0.06 0.03 0.4074
N 0.6065 1.7441 0.6227 0.19 0.90 0.53 1.0589
Au -0.2812 -0.5297 -1.3496 -0.03 -1.22 0.60 2.3264
N 0.8924 -1.3002 0.3337 -0.64 0.19 -1.67 -0.3272
C -2.9637 -2.5578 -1.3219 -0.20 0.02 0.18 -1.2659
C 2.8602 2.8666 2.6969 -0.06 -0.04 -0.02 -1.4701
H -2.5975 0.1231 -2.5963 0.04 0.07 0.13 -0.2309
H 1.3310 -2.9987 -4.0879 0.04 0.09 0.16 0.5044
H -1.3930 0.9927 4.0282 -0.03 -0.01 -0.08 -0.0713
H -2.5557 3.1152 4.2659 0.00 0.15 0.09 0.4105
B 0.1265 0.7095 1.6518 0.12 0.26 -0.52 1.0404
H 1.0637 4.7743 3.6840 0.02 0.03 0.07 0.4878
H -2.5325 -3.3204 -0.6774 0.12 -0.09 0.00 0.3324
H 1.5509 -0.4002 -3.5457 -0.10 0.26 0.27 0.2144
H 3.9216 -3.6832 -0.3791 0.09 0.01 0.05 0.3983
H -3.6587 2.7167 2.9498 -0.17 0.05 -0.07 0.3863
H -1.9491 2.9841 2.6100 0.08 0.13 -0.07 0.2123
H -2.1397 -2.0468 -1.8211 -0.04 -0.12 -0.18 0.0170
H -1.4868 1.1355 -3.2285 0.13 0.06 0.20 0.2919
H -5.4440 -0.1940 -0.6670 0.00 0.11 -0.03 0.4104
H 2.1885 4.5520 1.6028 -0.10 -0.25 0.04 0.5622
H 0.5951 1.5413 -3.2179 0.00 0.00 -0.08 -1.9084
H 1.2296 -1.2864 -5.7949 0.07 -0.08 -0.11 0.4516
H 4.0873 -1.2613 3.5846 0.14 0.01 0.00 0.4626
C 1.2528 2.9268 0.7660 0.27 0.48 -0.56 0.0012
C 1.6142 -2.4168 0.4730 -0.08 -0.27 -0.07 -0.7478
C 2.1512 -2.4235 1.7550 -0.29 0.38 -0.26 -0.6749
C 0.1765 3.6448 -3.4506 0.00 -0.32 -0.05 -1.7043
H 0.2472 3.2246 3.5193 -0.12 -0.08 0.10 0.1181
N -1.6961 0.1518 -3.0681 0.41 -0.19 1.35 -0.3358
C 0.6475 4.0702 2.9676 0.10 -0.12 -0.15 -1.5058
H 0.9746 -0.8835 5.6861 -0.02 0.05 0.12 0.4027
H -0.2729 -2.6102 -3.4931 0.04 -0.05 0.02 0.1992
H 3.6418 2.5889 1.9934 0.11 -0.02 -0.02 0.3924
C -1.8543 -0.5136 -4.3752 0.23 -0.36 -0.61 -0.4956
C 1.4906 3.4259 -0.5106 -0.08 -0.22 0.17 -0.8426
C 0.3006 -1.5706 -5.2995 -0.01 0.21 0.22 -1.2903
H 2.9035 3.5415 -3.1008 0.07 0.10 0.06 0.4249
H -0.0665 0.5351 -4.9351 0.03 0.16 -0.07 0.0529
C 1.9716 -0.8303 3.7694 -0.15 0.39 0.35 1.5234
H 1.0646 -3.2124 -1.3968 -0.02 -0.06 0.01 -0.3869
H 0.6098 4.6011 -3.1747 0.03 0.13 0.06 0.4199
H -4.4177 0.7143 4.2095 -0.22 0.02 -0.06 0.3818
C -0.6189 -0.3465 -5.2612 -0.06 -0.23 0.03 -0.3493
H 2.5044 2.5083 -4.4620 0.06 0.02 -0.19 0.4410
H -0.1345 -0.7765 4.3118 -0.15 0.03 0.02 0.2419
C 0.9802 2.4865 -1.4015 -0.03 0.28 0.89 -0.8837
H 1.9730 4.3478 -0.7589 0.19 0.25 0.06 0.6143
H 1.9739 -1.5699 -2.5044 0.03 -0.02 0.17 0.0611
H -0.9370 -0.1467 -6.2850 0.02 0.09 0.07 0.4536
C 3.2212 -3.3584 -1.1441 -0.29 0.00 -0.10 -1.6668
H -4.4759 -2.1966 0.1295 0.12 0.03 -0.02 0.5437
C 0.6227 -2.1793 -3.9417 -0.37 -0.44 -0.43 -0.2205
C -3.4399 -0.3338 1.6990 0.59 0.15 -0.31 -0.9546
H 2.0683 0.2605 3.7946 -0.04 -0.23 -0.06 -0.7605
N -1.7314 -0.3636 0.3031 0.79 -0.29 -1.58 -0.0657
H -0.1644 -2.3467 -5.9047 0.04 -0.10 -0.05 0.4132
C -2.9881 -0.7803 0.4592 -0.55 -0.23 0.41 -0.4839
C -2.3813 0.3633 2.2695 -0.39 -0.35 -0.32 0.2657
C 0.7908 -1.2192 4.6701 0.19 0.05 -0.20 -1.3136
C 1.7076 -1.2557 2.3664 -0.02 -0.31 -0.51 0.1900
```
Forces are in eV/Å.

Summary:
- E (eV) = -49365.715
- relative energy (zero: lowest compared OMol25 entry of this formula, charge and spin) (eV) = 0.066
- LUMO energy (alpha / beta) (eV) = -8.85 / -8.85
- HOMO (alpha / beta) (Eh) = -0.5156 / -0.5155
- HOMO-LUMO gap (alpha / beta) (eV) = 5.179 / 5.178
- charge = +2